# 1
ORCA calculation (ωB97M-V/def2-TZVPD) on C16H24FeN5O3 as an isolated structure.

Positions of all 49 atoms, in Å:
Fe: 1.41 -0.26 0.19
N: 1.53 -1.13 2.38
C: 0.43 -0.54 3.15
C: 0.05 0.85 2.63
O: -0.75 1.53 3.30
N: 0.61 1.16 1.47
C: 0.28 2.42 0.86
C: 0.67 2.42 -0.63
O: 0.38 3.41 -1.30
O: 1.25 1.36 -1.06
H: 2.42 -0.73 2.64
H: 1.61 -2.13 2.51
H: -0.45 -1.18 3.02
H: 0.62 -0.46 4.22
H: -0.79 2.64 0.93
H: 0.77 3.27 1.35
C: 4.49 0.31 -0.71
C: 4.16 -1.15 -0.61
C: 4.99 -2.24 -0.71
C: 4.18 -3.39 -0.51
C: 2.90 -2.92 -0.30
C: 1.63 -3.71 -0.13
N: 2.88 -1.55 -0.35
H: 5.53 0.44 -1.01
H: 4.36 0.83 0.25
H: 3.85 0.82 -1.44
H: 6.06 -2.22 -0.90
H: 4.48 -4.42 -0.53
H: 1.86 -4.74 0.15
H: 1.04 -3.73 -1.05
H: 0.98 -3.28 0.64
N: -0.54 -1.06 -0.30
C: -1.52 -0.48 -0.53
N: -2.64 0.17 -0.79
C: -3.12 1.06 0.29
C: -4.59 1.37 0.05
C: -4.78 1.98 -1.34
C: -4.22 1.07 -2.42
C: -2.76 0.74 -2.14
H: -2.53 1.98 0.29
H: -2.96 0.56 1.25
H: -4.93 2.06 0.83
H: -5.17 0.45 0.14
H: -4.27 2.95 -1.38
H: -5.84 2.18 -1.52
H: -4.30 1.53 -3.40
H: -4.79 0.13 -2.45
H: -2.14 1.65 -2.21
H: -2.37 0.01 -2.85

The HOMO energy (spin up / spin down) comes out at -4.023 / -4.007 eV. The calculation puts the largest force on an atom at 0.3 eV/A. Its spin multiplicity is 5. The energy above the lowest of the compared OMol25 structures with the same formula, charge and spin comes out at 0.153 eV. The value obtained for the frontier orbital gap (spin up / spin down) is 6.7 / 6.7 eV. Its charge is -1.

# 2
ORCA calculation (ωB97M-V/def2-TZVPD) on C27H62Br2FNO11SSi2 as an isolated structure at a distorted geometry.

Positions of all 107 atoms, in Å:
C: -1.70 -0.91 -3.66
O: -2.74 -0.18 -3.04
C: -2.28 1.01 -2.40
C: -1.56 0.72 -1.08
C: -0.08 1.15 -1.05
C: 0.31 2.03 0.16
Si: 0.71 1.15 1.77
Br: -0.24 2.35 3.41
C: 0.20 -0.66 1.87
C: -0.91 -0.99 2.88
C: -0.82 -2.45 3.30
Br: -2.69 -0.62 2.18
O: 2.36 1.29 2.05
Si: 3.34 0.38 1.10
C: 4.10 -1.01 2.07
C: 3.88 -2.41 1.45
C: 5.08 -2.84 0.60
C: 4.81 -3.96 -0.41
N: 4.23 -3.63 -1.70
C: 4.72 -2.42 -2.35
C: 2.82 -3.81 -1.83
C: 1.86 -2.66 -1.62
O: 2.36 -4.92 -2.12
S: 4.87 1.60 0.08
O: 6.01 0.75 -0.15
O: 4.27 2.23 -1.06
F: 5.32 2.70 1.09
H: -1.95 -1.02 -4.71
H: -1.57 -1.89 -3.20
H: -0.75 -0.39 -3.60
H: -3.17 1.60 -2.22
H: -1.63 1.56 -3.08
H: -2.09 1.25 -0.29
H: -1.64 -0.34 -0.85
H: 0.12 1.72 -1.95
H: 0.55 0.26 -1.10
H: -0.48 2.75 0.33
H: 1.21 2.58 -0.13
H: 1.04 -1.29 2.16
H: -0.11 -1.03 0.89
H: -0.81 -0.39 3.77
H: -0.63 -3.07 2.42
H: -1.72 -2.77 3.80
H: 0.02 -2.53 3.99
H: 2.55 -0.18 -0.01
H: 3.65 -0.97 3.06
H: 5.17 -0.87 2.23
H: 3.80 -3.10 2.28
H: 2.94 -2.49 0.90
H: 5.55 -1.96 0.17
H: 5.81 -3.24 1.30
H: 5.75 -4.49 -0.56
H: 4.15 -4.68 0.08
H: 4.17 -2.28 -3.28
H: 4.60 -1.50 -1.77
H: 5.76 -2.56 -2.63
H: 2.37 -1.72 -1.42
H: 1.23 -2.90 -0.77
H: 1.20 -2.56 -2.48
C: -5.59 4.76 0.80
O: -4.56 5.71 0.58
C: -3.26 5.16 0.75
C: -2.60 4.84 -0.58
O: -3.26 3.79 -1.26
C: -4.11 4.23 -2.30
H: -6.52 5.20 0.43
H: -5.41 3.83 0.26
H: -5.70 4.55 1.87
H: -3.29 4.27 1.38
H: -2.66 5.92 1.26
H: -1.58 4.51 -0.38
H: -2.55 5.74 -1.20
H: -3.52 4.56 -3.16
H: -4.76 5.05 -1.97
H: -4.73 3.39 -2.60
C: -1.97 2.01 -9.57
O: -3.12 2.47 -8.87
C: -3.74 1.46 -8.08
C: -3.38 1.60 -6.62
O: -2.00 1.35 -6.39
C: -1.24 2.53 -6.22
H: -1.45 2.89 -9.95
H: -1.30 1.46 -8.91
H: -2.26 1.37 -10.41
H: -3.47 0.47 -8.45
H: -4.82 1.59 -8.19
H: -3.94 0.85 -6.05
H: -3.66 2.59 -6.25
H: -1.44 2.98 -5.24
H: -1.46 3.27 -7.01
H: -0.19 2.26 -6.28
C: 1.55 -2.81 6.67
O: 0.19 -3.03 6.97
C: -0.04 -4.27 7.63
C: -0.23 -4.09 9.12
O: 0.96 -3.63 9.75
C: 0.96 -2.24 10.03
H: 1.67 -1.77 6.39
H: 2.20 -3.02 7.53
H: 1.86 -3.44 5.83
H: 0.77 -4.97 7.43
H: -0.96 -4.69 7.21
H: -0.48 -5.06 9.56
H: -1.05 -3.40 9.32
H: 0.30 -2.03 10.88
H: 0.63 -1.66 9.16
H: 1.97 -1.96 10.29

The HOMO energy comes out at -9.176 eV. The calculation puts the largest force on an atom at 2.2 eV/A. Its spin multiplicity is 1. The value obtained for the frontier orbital gap is 9.4 eV.

# 3
ORCA calculation (ωB97M-V/def2-TZVPD) on ClKLi3 as an isolated structure at a distorted geometry.

Positions of all 5 atoms, in Å:
Li: -0.86 1.78 -1.40
Li: -1.48 -1.84 -1.06
Li: 0.98 1.17 2.44
K: 2.00 -1.10 -0.43
Cl: -0.64 -0.01 0.45

The HOMO energy comes out at -23.597 eV. The calculation puts the largest force on an atom at 1.2 eV/A. Its spin multiplicity is 1. The energy above the lowest of the compared OMol25 structures with the same formula, charge and spin comes out at 0.974 eV. The value obtained for the frontier orbital gap is 11.5 eV. Its charge is +3.

# 4
ORCA calculation (ωB97M-V/def2-TZVPD) on C5H6FN as an isolated structure at a distorted geometry.

Positions of all 13 atoms, in Å:
C: -0.31 0.92 -0.39
C: 0.51 -0.29 -0.93
C: 0.41 0.47 0.90
C: -0.21 -0.94 1.10
C: -0.13 -1.45 -0.13
H: 0.04 1.86 -0.76
H: 0.76 -0.41 -1.96
H: 2.16 -0.52 0.39
H: 0.53 1.15 1.78
H: -0.63 -1.32 2.02
H: -0.46 -2.40 -0.54
N: 1.57 0.22 0.00
F: -1.67 0.87 -0.46

The HOMO energy comes out at -9.056 eV. The calculation puts the largest force on an atom at 1.0 eV/A. Its spin multiplicity is 1. The energy above the lowest of the compared OMol25 structures with the same formula, charge and spin comes out at 2.121 eV. The value obtained for the frontier orbital gap is 10.2 eV.